No. 1
{"formula": "C2H8O2", "method": "ωB97M-V with the def2-TZVPD basis set", "elements": ["C", "C", "O", "H", "H", "H", "H", "H", "H", "O", "H", "H"], "positions_angstrom": [[0.00, 0.00, 0.00], [0.80, 1.32, -0.06], [0.53, 2.02, 1.11], [-1.09, 0.17, 0.00], [0.30, -0.37, 0.99], [0.24, -0.77, -0.75], [1.88, 1.07, -0.10], [0.57, 1.95, -0.94], [1.01, 2.87, 1.01], [-0.68, -1.40, -3.54], [0.14, -1.86, -3.25], [-0.74, -1.59, -4.50]], "mulliken_charge": [-0.91, -0.19, -0.51, 0.27, 0.29, 0.21, 0.23, 0.30, 0.30, -0.63, 0.32, 0.31], "homo_ev": -10.1660, "total_energy_ha": -231.45359, "homo_lumo_gap_ev": 10.943, "relative_energy_kcal_mol": 5.5, "lumo_energy_ev": 0.8}

=====

No. 2
{"formula": "C2H8O2", "method": "ωB97M-V with the def2-TZVPD basis set", "elements": ["C", "O", "H", "H", "H", "H", "C", "O", "H", "H", "H", "H"], "positions_angstrom": [[-1.85, -1.06, 0.86], [-1.17, -1.09, -0.42], [-2.04, 0.01, 1.18], [-2.85, -1.55, 0.66], [-1.09, -1.60, 1.38], [-1.65, -0.53, -1.10], [2.09, 0.97, 0.26], [0.97, 1.19, -0.65], [2.66, 0.16, -0.39], [2.63, 2.03, 0.20], [1.69, 0.78, 1.22], [0.78, 0.43, -1.30]], "mulliken_charge": [-0.45, -0.49, 0.22, 0.24, 0.19, 0.29, -0.36, -0.51, 0.23, 0.16, 0.18, 0.31], "homo_ev": -9.8876, "total_energy_ha": -231.39399, "homo_lumo_gap_ev": 10.700, "relative_energy_kcal_mol": 42.9, "lumo_energy_ev": 0.8}

=====

No. 3
{"formula": "C2H8O2", "method": "ωB97M-V with the def2-TZVPD basis set", "elements": ["C", "O", "H", "H", "H", "H", "C", "O", "H", "H", "H", "H"], "positions_angstrom": [[3.44, -12.27, -33.10], [2.59, -12.72, -34.15], [3.11, -11.35, -32.61], [3.51, -12.93, -32.24], [4.44, -12.00, -33.46], [1.65, -12.57, -34.08], [7.08, -12.15, -39.26], [7.40, -11.41, -40.50], [7.03, -11.47, -38.41], [6.14, -12.70, -39.23], [7.74, -13.01, -39.15], [6.57, -11.23, -40.95]], "mulliken_charge": [-0.51, -0.51, 0.24, 0.25, 0.22, 0.30, -0.54, -0.49, 0.25, 0.25, 0.24, 0.30], "homo_ev": -10.5390, "total_energy_ha": -231.41859, "homo_lumo_gap_ev": 11.368, "relative_energy_kcal_mol": 27.4, "lumo_energy_ev": 0.8}

=====

No. 4
{"formula": "C2H8O2P2S", "method": "ωB97M-V with the def2-TZVPD basis set", "elements": ["C", "C", "O", "O", "P", "P", "S", "H", "H", "H", "H", "H", "H", "H", "H"], "positions_angstrom": [[-2.53, 0.21, 0.58], [-1.60, -0.38, -0.35], [-0.03, 0.48, -2.36], [-0.01, -2.17, -1.05], [2.93, 0.04, 1.23], [0.04, 0.25, -0.75], [-1.45, -2.03, -0.73], [-3.27, -0.44, 1.04], [-2.99, 1.06, -0.02], [-2.09, 0.79, 1.47], [-0.31, 1.67, -0.58], [0.16, -0.06, -3.10], [3.44, 0.97, 2.13], [3.75, -0.93, 1.93], [3.97, 0.52, 0.56]], "mulliken_charge": [-1.02, 0.30, -0.53, -0.53, -0.18, 0.17, 0.28, 0.37, 0.30, 0.29, 0.04, 0.32, 0.06, 0.08, 0.05], "homo_ev": [-8.1455, -8.1460], "total_energy_ha": -1312.24392, "homo_lumo_gap_ev": [7.428, 7.429], "relative_energy_kcal_mol": 73.8, "lumo_energy_ev": [-0.7, -0.7]}